No. 1
Below is the molecule C4H5N3 in a non-equilibrium geometry, with properties calculated with wB97M-V/def2-TZVPD.

Results
Kohn-Sham gap: 10.18 eV
HOMO: -0.386 Eh
electronic energy: -8697.5658 eV
E_LUMO: -0.34 eV
ΔE to the lowest compared entry with this formula, charge and spin: 216.8 kJ/mol

```
! RIJCOSX wB97M-V def2-TZVPD def2/J DEFGRID3
* xyz 0 1
H -1.486 0.529 1.746
N -0.496 0.266 1.683
C -0.054 0.408 0.478
C -0.873 0.917 -0.667
C 1.374 0.038 0.190
N 1.774 -1.137 -0.173
C 0.854 -2.101 -0.286
N 0.039 -2.914 -0.418
H -1.791 1.385 -0.303
H -0.298 1.658 -1.229
H -1.133 0.087 -1.329
H 2.091 0.865 0.309
*
```

***

No. 2
Below is a structure of composition C25H45BF2N2P2Pd, with properties calculated with wB97M-V/def2-TZVPD.

Results
Kohn-Sham gap (alpha / beta): 6.96 / 6.57 eV
<S²>: 6.031
HOMO (alpha / beta): -0.447 / -0.559 Eh
electronic energy: -57788.2990 eV
E_LUMO (alpha / beta): -5.22 / -8.65 eV

```
! RIJCOSX wB97M-V def2-TZVPD def2/J DEFGRID3
* xyz 2 5
Pd 0.294 -0.164 -0.689
C 5.036 -0.517 0.420
C 3.607 -0.635 -0.119
C 3.583 -0.336 -1.626
C 3.112 -2.072 0.099
P 2.416 0.519 0.713
C 2.099 -0.158 2.397
N 0.805 -0.827 2.399
B -0.028 -1.030 1.206
N -1.273 -1.581 1.766
C -2.475 -1.807 0.978
P -2.341 -0.867 -0.605
C -2.132 -2.127 -1.955
C -3.449 -2.854 -2.260
C -1.623 -1.407 -3.213
C -1.084 -3.160 -1.527
C -3.908 0.135 -0.669
C -3.677 1.264 0.349
C -4.127 0.744 -2.058
C -5.159 -0.661 -0.266
C -1.195 -1.645 3.103
C -2.144 -2.042 4.065
C -1.767 -1.964 5.371
C -0.461 -1.491 5.769
C 0.478 -1.095 4.863
C 0.123 -1.170 3.505
C 3.072 2.224 1.050
C 4.150 2.251 2.145
C 1.867 3.051 1.524
C 3.630 2.844 -0.236
H 5.648 -1.287 -0.056
H 5.093 -0.683 1.498
H 5.489 0.445 0.190
H 4.215 -1.063 -2.139
H 3.953 0.659 -1.866
H 2.577 -0.429 -2.051
H 3.778 -2.743 -0.448
H 2.101 -2.231 -0.284
H 3.138 -2.380 1.146
H 2.080 0.667 3.107
H 2.901 -0.837 2.695
H -3.344 -1.459 1.531
H -2.616 -2.868 0.768
H -4.198 -2.195 -2.692
H -3.874 -3.342 -1.381
H -3.240 -3.637 -2.994
H -2.283 -0.611 -3.549
H -1.536 -2.137 -4.020
H -0.628 -0.972 -3.067
H -1.368 -3.730 -0.641
H -0.100 -2.721 -1.346
H -0.972 -3.876 -2.344
H -2.818 1.883 0.083
H -3.536 0.889 1.367
H -4.561 1.905 0.362
H -3.274 1.323 -2.400
H -4.982 1.420 -1.993
H -4.371 -0.009 -2.806
H -5.121 -1.045 0.753
H -5.377 -1.483 -0.944
H -6.009 0.025 -0.304
H -3.122 -2.407 3.782
H -2.458 -2.268 6.146
H -0.231 -1.458 6.826
H 1.453 -0.749 5.175
H 3.781 1.923 3.117
H 4.473 3.287 2.271
H 5.031 1.666 1.890
H 1.362 2.615 2.390
H 1.134 3.186 0.731
H 2.224 4.039 1.822
H 4.569 2.387 -0.543
H 3.831 3.900 -0.044
H 2.923 2.790 -1.064
F -1.060 1.694 -2.424
C -0.070 1.867 -1.523
F 1.102 1.919 -2.214
H -0.228 2.806 -0.993
*
```

***

No. 3
Below is a structure of composition C25H28N2OS2 in a non-equilibrium geometry, with properties calculated with wB97M-V/def2-TZVPD.

Results
Kohn-Sham gap: 7.30 eV
HOMO: -0.266 Eh
electronic energy: -53076.6850 eV
E_LUMO: 0.05 eV

```
! RIJCOSX wB97M-V def2-TZVPD def2/J DEFGRID3
* xyz 0 1
C -7.141 2.419 -1.236
C -5.734 2.944 -1.063
O -4.809 1.801 -0.745
C -3.524 2.201 -0.688
S -2.038 1.321 -1.206
S -3.019 3.764 -0.474
H -7.869 3.222 -1.399
H -7.221 1.747 -2.085
H -7.487 1.834 -0.386
H -5.374 3.424 -1.997
H -5.691 3.686 -0.239
C -3.162 1.651 4.140
N -2.189 1.135 3.200
C -2.463 0.789 1.898
C -1.348 0.232 1.306
C -1.357 -0.030 -0.173
C 0.034 -0.397 -0.745
C 1.190 0.383 -0.651
C 2.433 -0.075 -1.110
C 2.512 -1.361 -1.720
N 3.702 -1.826 -2.219
C 4.827 -0.933 -2.370
C 4.960 0.002 -1.184
C 3.651 0.765 -0.929
C 3.767 -2.982 -3.096
C 2.823 -4.065 -2.632
C 1.406 -3.528 -2.429
C 1.347 -2.164 -1.820
C 0.150 -1.648 -1.336
C -0.310 0.162 2.331
C 1.027 -0.260 2.367
C 1.767 -0.037 3.541
C 1.197 0.572 4.671
C -0.147 0.965 4.666
C -0.873 0.769 3.504
H -2.651 1.943 5.056
H -3.668 2.511 3.704
H -3.919 0.898 4.377
H -3.458 0.947 1.490
H -1.979 -0.949 -0.379
H 1.123 1.375 -0.197
H 5.720 -1.558 -2.444
H 4.757 -0.341 -3.301
H 5.225 -0.574 -0.288
H 5.766 0.718 -1.367
H 3.581 1.612 -1.632
H 3.653 1.212 0.079
H 3.558 -2.693 -4.143
H 4.806 -3.329 -3.058
H 2.827 -4.859 -3.375
H 3.213 -4.492 -1.704
H 0.911 -3.496 -3.413
H 0.827 -4.249 -1.836
H -0.766 -2.243 -1.409
H 1.474 -0.807 1.525
H 2.813 -0.348 3.579
H 1.794 0.783 5.552
H -0.645 1.456 5.493
*
```

***

No. 4
Below is a structure of composition C38H51CoN3OP2STe, with properties calculated with wB97M-V/def2-TZVPD.

Results
Kohn-Sham gap (alpha / beta): 7.20 / 8.47 eV
<S²>: 1.165
HOMO (alpha / beta): -0.491 / -0.490 Eh
electronic energy: -121073.5305 eV
E_LUMO (alpha / beta): -6.17 / -4.86 eV
ΔE to the lowest compared entry with this formula, charge and spin: 13.1 kJ/mol

```
! RIJCOSX wB97M-V def2-TZVPD def2/J DEFGRID3
* xyz 2 2
Co -0.279 -2.767 -0.045
C 0.163 -1.826 3.332
P 0.814 -2.699 1.892
C 1.264 -4.348 2.505
C 2.421 -1.900 1.537
C 3.046 -2.624 0.347
P 1.801 -2.741 -0.996
C 2.397 -4.060 -2.085
C 1.998 -1.192 -1.920
H -0.755 -2.295 3.688
H -0.047 -0.799 3.045
H 0.903 -1.843 4.133
H 2.098 -4.289 3.206
H 1.532 -5.004 1.678
H 0.409 -4.795 3.013
H 3.064 -1.936 2.420
H 2.232 -0.847 1.305
H 3.344 -3.639 0.622
H 3.940 -2.117 -0.021
H 3.421 -3.844 -2.396
H 1.767 -4.135 -2.970
H 2.371 -5.014 -1.559
H 3.047 -1.032 -2.173
H 1.636 -0.370 -1.300
H 1.407 -1.224 -2.835
N -3.927 -3.608 0.494
C -3.081 -3.980 -0.473
S -1.596 -4.711 0.007
N -3.492 -3.822 -1.725
C -2.827 -3.930 -2.978
C -1.666 -4.658 -3.200
C -1.120 -4.680 -4.477
C -1.717 -4.001 -5.527
C -2.894 -3.301 -5.301
C -3.447 -3.266 -4.035
H -3.693 -3.839 1.444
H -4.830 -3.202 0.303
H -4.413 -3.411 -1.822
H -1.209 -5.228 -2.408
H -0.227 -5.264 -4.653
H -1.285 -4.037 -6.516
H -3.388 -2.787 -6.114
H -4.370 -2.724 -3.866
C -1.696 5.845 4.975
C -1.359 4.934 3.833
C -1.858 3.642 3.763
C -1.553 2.778 2.716
C -2.125 1.389 2.796
C -0.717 3.256 1.703
Te -0.131 2.226 -0.053
N -0.486 0.309 0.135
C -1.495 -0.167 -0.564
O -1.593 -1.437 -0.714
C -2.518 0.610 -1.332
C -2.812 0.145 -2.616
C -3.702 0.830 -3.423
C -4.328 1.979 -2.956
C -4.064 2.435 -1.675
C -3.160 1.757 -0.868
C 1.952 2.028 0.199
C 2.572 1.781 1.429
C 1.854 1.640 2.741
C 3.958 1.652 1.448
C 4.727 1.744 0.296
C 6.220 1.618 0.343
C 4.074 1.974 -0.909
C 2.696 2.127 -0.990
C 2.103 2.387 -2.351
C -0.218 4.570 1.715
C 0.645 5.166 0.635
C -0.550 5.376 2.795
H -2.289 5.335 5.732
H -2.265 6.707 4.625
H -0.791 6.225 5.448
H -2.508 3.287 4.554
H -3.150 1.432 3.166
H -1.557 0.783 3.504
H -2.135 0.853 1.854
H -2.324 -0.747 -2.979
H -3.911 0.469 -4.421
H -5.021 2.516 -3.590
H -4.560 3.319 -1.299
H -3.014 2.122 0.144
H 0.834 1.278 2.637
H 1.797 2.595 3.268
H 2.395 0.945 3.384
H 4.449 1.472 2.398
H 6.565 1.314 1.328
H 6.690 2.573 0.102
H 6.576 0.892 -0.388
H 4.657 2.057 -1.819
H 2.836 2.883 -2.983
H 1.216 3.020 -2.331
H 1.822 1.455 -2.849
H 0.396 4.817 -0.371
H 1.704 4.953 0.800
H 0.520 6.247 0.628
H -0.179 6.395 2.811
*
```

***

No. 5
Below is the ion C13H27O5S with charge -1 in a non-equilibrium geometry, with properties calculated with wB97M-V/def2-TZVPD.

Results
Kohn-Sham gap: 7.53 eV
HOMO: -0.187 Eh
electronic energy: -34992.9813 eV
E_LUMO: 2.44 eV

```
! RIJCOSX wB97M-V def2-TZVPD def2/J DEFGRID3
* xyz -1 1
C -5.268 -1.349 1.437
O -4.877 -2.439 2.246
C -3.822 -3.198 1.671
C -2.479 -2.442 1.713
C -1.349 -3.272 2.304
C 0.073 -2.638 2.209
C 0.097 -1.139 1.949
C 1.520 -0.576 1.868
C 1.462 0.952 1.644
C 1.603 1.356 0.178
C 1.551 2.884 0.048
C 1.848 3.439 -1.363
C 1.491 2.510 -2.535
C 2.721 1.788 -3.131
O 3.103 2.296 -4.396
S 2.265 1.679 -5.660
O 3.136 1.996 -6.763
O 1.009 2.397 -5.643
O 2.138 0.292 -5.360
H -4.638 -0.476 1.631
H -5.167 -1.589 0.376
H -6.300 -1.097 1.664
H -3.749 -4.110 2.261
H -4.082 -3.440 0.638
H -2.204 -2.181 0.691
H -2.610 -1.524 2.281
H -1.321 -4.236 1.793
H -1.548 -3.496 3.353
H 0.556 -2.797 3.174
H 0.654 -3.178 1.462
H -0.368 -0.637 2.798
H -0.393 -0.862 1.018
H 2.063 -1.013 1.029
H 2.037 -0.772 2.808
H 0.465 1.289 1.943
H 2.161 1.515 2.262
H 2.515 0.935 -0.248
H 0.763 0.940 -0.378
H 0.570 3.199 0.407
H 2.283 3.279 0.755
H 1.257 4.349 -1.481
H 2.888 3.760 -1.388
H 0.698 1.808 -2.298
H 1.129 3.141 -3.343
H 2.549 0.713 -3.157
H 3.572 1.948 -2.466
*
```

***

No. 6
Below is a structure of composition C39H36BrN5O4PRu, with properties calculated with wB97M-V/def2-TZVPD.

Results
Kohn-Sham gap (alpha / beta): 5.44 / 6.43 eV
<S²>: 6.040
HOMO (alpha / beta): -0.293 / -0.378 Eh
electronic energy: -138575.6435 eV
E_LUMO (alpha / beta): -2.53 / -3.85 eV
ΔE to the lowest compared entry with this formula, charge and spin: 10.9 kJ/mol

```
! RIJCOSX wB97M-V def2-TZVPD def2/J DEFGRID3
* xyz 1 5
Ru 0.224 -0.381 0.044
O -2.604 2.564 -1.546
C -2.279 1.398 -1.415
O -1.676 0.903 -0.380
C -2.658 0.406 -2.506
C -3.849 0.679 -3.174
C -4.336 -0.171 -4.152
C -3.617 -1.305 -4.499
C -2.416 -1.574 -3.866
C -1.925 -0.737 -2.859
P -0.251 -1.114 -2.238
C -0.104 -2.915 -2.415
C 0.935 -3.506 -3.123
C 1.041 -4.891 -3.173
C 0.112 -5.686 -2.522
C -0.938 -5.099 -1.824
C -1.044 -3.720 -1.768
C 0.880 -0.406 -3.476
C 0.462 -0.024 -4.747
C 1.373 0.523 -5.641
C 2.702 0.681 -5.277
C 3.126 0.298 -4.010
C 2.216 -0.233 -3.110
H -4.381 1.581 -2.905
H -5.271 0.056 -4.648
H -3.981 -1.974 -5.267
H -1.849 -2.446 -4.164
H 1.666 -2.893 -3.634
H 1.849 -5.346 -3.731
H 0.194 -6.764 -2.569
H -1.680 -5.719 -1.337
H -1.877 -3.262 -1.246
H -0.573 -0.139 -5.040
H 1.041 0.826 -6.625
H 3.408 1.103 -5.980
H 4.164 0.408 -3.723
H 2.552 -0.528 -2.122
Br 6.887 -3.195 -2.557
C 5.509 -2.467 -1.484
C 4.254 -3.058 -1.487
C 3.239 -2.520 -0.717
C 3.461 -1.379 0.059
C 4.736 -0.805 0.056
C 5.758 -1.347 -0.710
N 2.405 -0.792 0.754
C 2.573 -0.365 1.998
C 1.535 0.297 2.667
C 1.659 0.781 3.995
C 0.623 1.438 4.586
C -0.576 1.639 3.864
C -0.659 1.146 2.591
N 0.347 0.477 1.994
H 4.075 -3.943 -2.084
H 2.263 -2.986 -0.694
H 4.912 0.090 0.640
H 6.740 -0.892 -0.713
H 3.506 -0.560 2.522
H 2.593 0.619 4.516
H 0.719 1.810 5.598
H -1.412 2.172 4.291
H -1.545 1.292 1.987
C -0.364 -4.996 2.053
N -1.256 -3.866 1.796
C -2.554 -3.859 2.200
C -3.363 -2.802 1.987
C -2.809 -1.669 1.309
N -1.535 -1.690 0.917
C -0.743 -2.748 1.178
O 0.443 -2.677 0.838
N -3.525 -0.586 1.049
H -0.964 -5.894 2.177
H 0.229 -4.821 2.949
H 0.305 -5.114 1.206
H -2.895 -4.756 2.699
H -4.392 -2.814 2.311
H -4.482 -0.513 1.341
H -3.054 0.176 0.558
C 2.822 3.023 -0.295
O 2.159 1.755 -0.052
C 1.093 1.386 -0.651
C 0.524 2.309 -1.662
H 2.116 3.842 -0.185
H 3.266 3.020 -1.288
H 3.593 3.079 0.464
H 1.301 2.842 -2.210
H -0.110 3.036 -1.138
H -0.114 1.795 -2.369
*
```

***

Question: Look up the electronic energy of the first one.
Answer: -8697.5658 eV

***

Question: Which value of electronic energy does entry 5 give?
Answer: -34992.9813 eV